# 1
2 unconnected molecules or ions with the total composition C9H14ClNSi2 at a distorted geometry, computed with ωB97M-V with the def2-TZVPD basis set.

Each line ends with the Löwdin charge.
CARTESIAN COORDINATES (ANGSTROEM)
C: -3.5170 -2.4442 0.5141  -0.06
C: -2.6433 -2.8618 -0.4369  -0.07
C: -3.2329 -1.2463 1.2106  -0.04
C: -1.4663 -2.1541 -0.8206  -0.09
C: -2.1413 -0.5296 0.7576  -0.10
C: -1.2539 -0.9216 -0.2792  -0.30
C: 2.8595 0.8136 -0.8327  -0.25
C: 1.9993 1.9015 -0.0699  -0.30
C: 2.1578 -0.5969 -0.8145  -0.16
N: 0.5578 1.6106 -0.1794  -0.36
Si: 0.3030 -0.0330 -0.5941  0.98
Si: -0.4022 2.8303 0.7935  0.68
Cl: 5.9192 -0.1639 0.0708  -0.66
H: -4.2271 -3.1768 0.8991  0.12
H: -2.8609 -3.8373 -1.0241  0.14
H: -3.9106 -0.8963 1.8791  0.08
H: -0.9461 -2.4757 -1.6398  0.08
H: -2.2145 0.5720 1.0825  0.10
H: 3.1011 1.1769 -1.8380  0.11
H: 3.7929 0.7342 -0.3390  -0.08
H: 2.3047 1.7701 0.9599  0.11
H: 2.2177 2.9489 -0.2891  0.09
H: 2.3218 -1.0769 -1.7343  0.05
H: 2.5510 -1.0801 0.0519  0.07
H: -1.7002 3.0554 0.1220  -0.06
H: 0.6165 3.7837 0.3480  -0.05
H: -0.1860 2.2973 2.2024  -0.03

The calculation puts the LUMO energy at -0.0753 Eh. The HOMO energy comes out at -6.42 eV. The value obtained for the energy relative to the best compared isomer or geometry (same formula, charge and spin) is 305.4 kJ/mol. The calculation puts the energy at -1445.1669 Eh.

***

# 2
2 unconnected molecules or ions with the total composition C9H14F3N2O3P at a distorted geometry, computed with ωB97M-V with the def2-TZVPD basis set.

Each line ends with the Löwdin charge.
CARTESIAN COORDINATES (ANGSTROEM)
N: 4.0581 -2.2690 1.5505  -0.17
P: 3.1359 -0.9908 0.7950  0.85
O: 3.6259 0.3761 1.5613  -0.28
C: 1.3745 -1.3953 1.3400  -0.29
C: 0.9505 -1.0618 2.6435  -0.03
C: -0.3287 -1.3907 2.9933  -0.03
N: -1.1163 -1.9949 2.1034  0.11
C: -0.7417 -2.3211 0.8665  -0.03
C: 0.5327 -2.0448 0.4317  -0.04
H: 3.7969 -3.0964 1.0072  0.03
H: 3.6220 -2.4379 2.4640  0.03
H: 2.8936 0.9593 1.8106  0.06
H: 1.6436 -0.5722 3.3240  0.12
H: -0.6718 -1.1652 4.0009  0.15
H: -2.0599 -2.2371 2.3923  0.19
H: -1.4150 -2.8103 0.1649  0.15
H: 0.8749 -2.3197 -0.5647  0.13
C: -1.8844 0.1433 -1.6290  -0.08
C: -1.1345 1.0543 -0.6622  -0.31
O: -0.2243 1.9159 -1.2736  -0.12
C: -0.7533 3.1580 -1.8883  -0.53
O: -1.5154 3.8210 -1.0816  -0.16
C: -1.4222 2.8907 -3.2757  -0.55
F: -0.7612 1.9239 -3.9829  0.08
F: -1.3748 3.9927 -4.0473  0.12
F: -2.7122 2.5055 -3.2321  0.10
H: -1.2236 -0.2217 -2.4170  0.08
H: -2.3107 -0.7156 -1.0905  0.05
H: -2.7147 0.6614 -2.0996  0.06
H: -0.5202 0.4085 -0.0146  0.07
H: -1.8234 1.5869 0.0051  0.11
H: 0.1998 3.6470 -2.1951  0.14

The calculation puts the LUMO energy at -0.0973 Eh. The HOMO energy comes out at -5.85 eV. The value obtained for the energy relative to the best compared isomer or geometry (same formula, charge and spin) is 45.2 kJ/mol. The calculation puts the energy at -1327.4139 Eh.